Molecular formula: C33H79B2FN13O10P2S
Method: DFT, ωB97M-V/def2-TZVPD

Each line ends with the Mulliken charge.
Cartesian coordinates (Å):
C: 2.43 4.69 2.84  -2.000
C: 1.78 3.45 2.22  1.213
N: 2.50 3.12 1.00  0.175
C: 2.72 1.73 0.57  -0.849
B: 3.56 0.96 1.74  0.448
O: 4.27 1.71 2.68  -0.547
N: 3.70 -0.50 1.85  0.192
C: 5.08 -0.91 1.50  -1.213
C: 3.59 -0.81 3.32  -1.439
C: 3.86 1.91 -0.53  -0.232
C: 3.74 3.15 -1.43  -1.179
O: 4.24 4.19 -1.05  -0.542
N: 3.17 3.11 -2.78  0.239
C: 2.44 4.29 -3.10  0.305
O: 1.26 4.42 -3.06  -0.389
F: 3.23 5.28 -3.55  -0.257
N: 4.16 0.70 -1.31  0.082
C: 2.92 0.19 -1.78  -1.731
N: 2.75 0.06 -3.05  0.991
C: 3.80 0.33 -4.04  -1.358
C: 1.47 -0.40 -3.61  -0.914
C: 1.72 -1.54 -4.62  0.434
C: 2.15 -2.94 -3.93  -0.725
O: 0.79 -2.49 -4.58  -0.393
N: 2.00 -0.16 -0.84  0.981
B: 1.80 -1.63 -0.61  0.844
O: 2.70 -2.52 -0.06  -0.605
O: 0.64 -2.14 -1.07  -0.801
C: 0.25 -3.41 -0.51  -0.886
C: 1.46 0.93 0.04  1.196
C: 0.62 1.78 -1.00  -0.492
C: -0.58 2.63 -0.57  -1.536
C: -0.31 4.13 -0.29  -0.605
C: -1.39 4.69 0.65  -0.458
C: -0.97 6.05 1.25  -1.145
N: -0.84 5.90 2.72  -0.464
S: 0.28 0.22 1.25  2.228
C: -0.43 1.35 2.44  -1.865
O: 0.83 -0.84 2.07  -0.764
O: -0.83 -0.28 0.49  -0.805
H: 2.52 5.51 2.12  0.300
H: 1.95 4.97 3.77  0.394
H: 3.45 4.39 3.11  0.581
H: 0.75 3.75 2.05  -0.213
H: 1.75 2.71 3.03  -0.186
H: 3.41 3.52 1.15  0.579
H: 4.91 2.27 2.23  0.399
H: 5.46 -1.66 2.18  0.431
H: 5.78 -0.07 1.50  0.281
H: 5.12 -1.35 0.49  0.267
H: 3.43 -1.89 3.36  0.380
H: 4.51 -0.62 3.86  0.481
H: 2.71 -0.36 3.76  0.299
H: 4.76 2.12 0.04  1.213
H: 3.98 3.13 -3.40  0.414
H: 4.70 0.01 -0.81  0.366
H: 3.33 0.65 -4.97  0.378
H: 4.48 1.10 -3.72  0.582
H: 4.30 -0.62 -4.24  0.334
H: 0.74 -0.77 -2.90  0.263
H: 1.04 0.40 -4.21  0.633
H: 2.21 -1.29 -5.55  0.478
H: 1.59 -3.68 -3.35  0.437
H: 2.37 -2.34 -2.99  0.239
H: 3.55 -2.43 -0.50  0.341
H: 0.28 -3.41 0.57  0.335
H: -0.79 -3.55 -0.80  0.210
H: 0.81 -4.22 -0.98  0.415
H: 1.29 2.43 -1.58  -1.313
H: 0.23 1.07 -1.71  0.667
H: -1.28 2.19 0.13  1.054
H: -1.20 2.70 -1.47  0.427
H: 0.71 4.32 0.06  0.252
H: -0.41 4.69 -1.22  0.770
H: -2.25 4.90 0.01  0.665
H: -1.75 3.98 1.39  0.132
H: -1.71 6.82 1.01  0.287
H: -0.01 6.33 0.82  0.519
H: -1.72 6.15 3.14  0.194
H: -0.11 6.54 3.03  0.201
H: 0.19 1.36 3.34  0.448
H: -0.66 2.34 2.08  0.399
H: -1.37 0.87 2.73  0.497
O: 0.27 -7.21 -1.51  -0.878
P: 1.00 -8.16 -2.45  0.978
N: -0.19 -8.02 -3.70  0.084
C: -0.45 -9.01 -4.74  -0.771
C: -0.30 -6.69 -4.30  -1.037
N: 0.72 -9.61 -1.52  0.157
C: -0.50 -10.38 -1.70  -1.047
C: 0.99 -9.45 -0.09  -1.158
N: 2.06 -9.02 -3.58  0.048
C: 2.77 -10.25 -3.18  -0.936
C: 3.09 -8.09 -4.11  -1.058
H: 0.30 -9.00 -5.54  0.287
H: -1.43 -8.81 -5.19  0.347
H: -0.50 -10.02 -4.34  0.162
H: 0.50 -6.51 -5.04  0.335
H: -0.23 -5.92 -3.53  0.168
H: -1.26 -6.56 -4.79  0.389
H: -1.40 -9.75 -1.69  0.288
H: -0.60 -11.13 -0.92  0.418
H: -0.47 -10.95 -2.63  0.227
H: 0.15 -8.97 0.44  0.326
H: 1.88 -8.83 0.07  0.356
H: 1.18 -10.42 0.36  0.377
H: 3.35 -10.13 -2.27  0.316
H: 3.45 -10.55 -3.98  0.377
H: 2.07 -11.07 -3.06  0.267
H: 3.82 -7.81 -3.35  0.341
H: 2.62 -7.17 -4.48  0.267
H: 3.62 -8.53 -4.96  0.381
O: -4.37 4.61 1.88  -0.871
P: -5.29 4.87 3.06  0.984
N: -6.18 3.40 3.04  0.099
C: -7.50 3.20 3.61  -0.857
C: -5.38 2.20 3.28  -0.976
N: -6.22 6.14 2.31  0.214
C: -7.45 5.83 1.59  -1.092
C: -5.41 7.07 1.53  -1.137
N: -5.88 5.34 4.66  0.021
C: -6.33 6.72 4.93  -0.907
C: -4.86 5.01 5.68  -1.065
H: -7.48 3.10 4.71  0.291
H: -7.95 2.30 3.20  0.356
H: -8.19 4.01 3.37  0.177
H: -5.17 2.06 4.35  0.315
H: -4.42 2.26 2.76  0.113
H: -5.89 1.31 2.91  0.394
H: -7.32 5.00 0.88  0.298
H: -7.79 6.71 1.03  0.423
H: -8.26 5.61 2.27  0.236
H: -5.18 6.69 0.53  0.335
H: -4.47 7.28 2.03  0.272
H: -5.94 8.02 1.42  0.446
H: -5.59 7.47 4.65  0.294
H: -6.54 6.82 5.99  0.390
H: -7.27 6.93 4.41  0.268
H: -3.98 5.66 5.61  0.346
H: -4.52 3.97 5.56  0.268
H: -5.28 5.10 6.69  0.389

Output
**Calculated total energy**: -108818.07694 eV
**E_LUMO**: -3.579 eV
**Charge**: +1
**HOMO-LUMO gap**: 6.00 eV
**E_HOMO**: -9.58 eV

---

Molecular formula: C33H79ClO27P5
Method: DFT, ωB97M-V/def2-TZVPD

Each line ends with the Mulliken charge.
Cartesian coordinates (Å):
Cl: 0.73 0.15 -1.37  1.647
O: 0.69 -0.56 -2.64  -0.637
O: 1.00 -0.68 -0.23  -0.579
O: 1.99 0.91 -1.54  -0.788
O: -0.41 1.01 -1.15  -0.675
C: 2.11 3.15 -4.59  0.100
C: 0.84 2.49 -5.07  0.151
O: 0.04 3.51 -5.63  -0.283
C: 0.75 4.64 -5.54  0.566
O: 0.31 5.75 -5.74  -0.628
O: 1.96 4.42 -5.12  -0.297
H: 3.02 2.64 -4.90  0.325
H: 2.13 3.12 -3.50  -0.135
H: 0.36 2.09 -4.17  -0.105
H: 1.01 1.61 -5.68  0.305
C: 1.63 -2.58 2.35  -0.351
C: 1.96 -3.13 3.70  -0.374
O: 2.94 -4.10 3.55  -0.430
P: 2.82 -5.45 4.46  0.864
O: 3.99 -6.36 4.38  -0.800
O: 1.41 -6.04 3.89  -0.286
C: 1.16 -6.12 2.49  -0.513
C: -0.26 -5.69 2.17  -0.589
O: 2.50 -4.94 5.91  -0.202
C: 3.53 -4.45 6.78  -0.504
C: 3.08 -3.18 7.43  -0.769
H: 0.63 -2.18 2.51  -0.420
H: 2.40 -1.89 2.01  0.527
H: 1.54 -3.33 1.56  0.293
H: 2.26 -2.42 4.46  0.283
H: 1.07 -3.63 4.08  0.408
H: 1.87 -5.51 1.93  0.388
H: 1.30 -7.18 2.29  0.450
H: -0.47 -5.78 1.11  0.326
H: -0.99 -6.28 2.72  0.251
H: -0.49 -4.68 2.52  -0.134
H: 3.90 -5.27 7.40  0.433
H: 4.43 -4.31 6.19  0.325
H: 2.52 -2.67 6.65  0.062
H: 2.44 -3.45 8.28  0.285
H: 3.83 -2.62 7.99  0.372
C: -2.02 0.57 -4.93  -1.056
C: -3.09 -0.25 -5.68  -0.427
O: -2.52 -0.64 -6.91  -0.112
P: -3.27 -1.86 -7.75  0.846
O: -4.75 -1.62 -7.95  -0.720
O: -3.01 -3.20 -6.78  -0.352
C: -1.79 -3.43 -6.12  0.183
C: -1.97 -4.50 -5.07  -1.366
O: -2.28 -2.07 -9.06  -0.319
C: -1.99 -1.04 -9.98  -0.166
C: -3.15 -0.74 -10.91  -1.101
H: -2.22 0.64 -3.86  0.428
H: -1.02 0.15 -4.95  0.210
H: -1.94 1.52 -5.47  0.310
H: -3.34 -1.20 -5.21  0.284
H: -3.97 0.36 -5.89  0.360
H: -1.05 -3.82 -6.82  0.255
H: -1.37 -2.52 -5.70  0.143
H: -2.23 -5.41 -5.62  0.393
H: -1.04 -4.74 -4.56  0.452
H: -2.64 -4.18 -4.27  0.181
H: -1.72 -0.15 -9.42  0.198
H: -1.10 -1.31 -10.55  0.356
H: -2.80 -0.38 -11.87  0.381
H: -3.79 -1.62 -11.01  0.270
H: -3.83 0.01 -10.50  0.307
C: -1.93 -2.97 -1.53  -0.357
C: -3.43 -2.63 -1.60  -0.062
O: -4.22 -3.81 -1.44  -0.339
P: -4.97 -4.27 -0.07  1.198
O: -5.93 -5.46 -0.22  -0.835
O: -3.72 -4.52 0.92  0.720
C: -4.02 -4.81 2.28  -0.714
C: -4.31 -6.27 2.46  -1.576
O: -5.55 -2.88 0.59  0.418
C: -6.45 -2.12 -0.07  -0.820
C: -7.06 -1.07 0.91  -2.517
H: -1.63 -3.64 -2.33  0.077
H: -1.37 -2.05 -1.72  0.107
H: -1.62 -3.46 -0.61  0.013
H: -3.72 -1.87 -0.87  0.208
H: -3.73 -2.29 -2.59  0.184
H: -3.15 -4.61 2.90  0.258
H: -4.90 -4.22 2.53  0.208
H: -5.20 -6.59 1.91  0.355
H: -3.41 -6.85 2.25  0.202
H: -4.61 -6.43 3.50  0.617
H: -6.02 -1.67 -0.96  0.279
H: -7.21 -2.80 -0.46  0.615
H: -6.52 -0.12 0.86  0.404
H: -8.03 -0.78 0.51  0.454
H: -7.03 -1.29 1.98  0.577
C: -1.58 -0.22 7.83  -1.267
C: -2.07 0.01 6.37  -2.087
O: -1.20 0.86 5.64  0.187
P: -0.06 0.17 4.70  1.441
O: 0.99 -0.57 5.47  -0.631
O: -0.79 -0.68 3.53  0.990
C: -1.81 -0.11 2.71  -1.828
C: -2.61 -1.22 2.06  0.025
O: 0.57 1.42 3.85  -0.376
C: 1.56 1.10 2.94  0.637
C: 2.23 2.43 2.63  -1.700
H: -0.55 -0.55 7.68  0.111
H: -1.44 0.65 8.47  0.306
H: -2.30 -0.90 8.28  0.615
H: -2.29 -0.87 5.76  0.367
H: -3.06 0.46 6.39  0.604
H: -2.38 0.64 3.27  0.469
H: -1.26 0.40 1.91  -0.015
H: -2.89 -1.94 2.83  0.177
H: -3.45 -0.91 1.44  0.192
H: -1.88 -1.74 1.44  0.029
H: 2.26 0.35 3.32  0.161
H: 1.24 0.65 2.00  0.015
H: 1.48 3.08 2.18  0.353
H: 2.47 3.04 3.50  0.377
H: 3.08 2.24 1.97  0.427
C: 8.37 8.57 1.58  -1.235
C: 7.23 7.57 1.82  -0.339
O: 6.44 7.46 0.64  -0.284
P: 4.82 7.43 0.75  0.961
O: 4.26 7.06 2.05  -0.680
O: 4.43 8.94 0.31  -0.216
C: 4.30 9.93 1.35  -0.186
C: 3.54 11.12 0.77  -1.235
O: 4.48 6.40 -0.48  -0.334
C: 3.48 5.37 -0.28  -0.355
C: 3.73 4.30 -1.37  -0.819
H: 8.95 8.79 2.47  0.407
H: 9.04 8.09 0.86  0.301
H: 8.02 9.53 1.20  0.296
H: 7.69 6.59 1.95  0.343
H: 6.61 7.85 2.67  0.370
H: 3.84 9.61 2.29  0.369
H: 5.30 10.21 1.66  0.182
H: 4.18 11.71 0.11  0.282
H: 2.65 10.82 0.22  0.325
H: 3.25 11.76 1.61  0.393
H: 3.54 4.96 0.73  0.385
H: 2.48 5.77 -0.45  0.250
H: 2.96 3.54 -1.21  0.163
H: 3.51 4.80 -2.32  0.310
H: 4.74 3.91 -1.28  0.290

Output
**⟨S²⟩**: 0.750
**Calculated total energy**: -149755.81404 eV
**E_LUMO (alpha / beta)**: 3.129 / 3.051 eV
**Charge**: -2
**Multiplicity**: 2
**HOMO-LUMO gap (alpha / beta)**: 0.90 / 8.37 eV
**E_HOMO (alpha / beta)**: 2.23 / -5.32 eV

---

Molecular formula: C33H79NO13
Method: DFT, ωB97M-V/def2-TZVPD

Each line ends with the Mulliken charge.
Cartesian coordinates (Å):
C: -0.57 -0.72 3.87  0.324
C: -0.50 0.38 4.35  -0.411
C: -0.49 1.76 4.84  -1.381
N: -0.86 2.72 3.77  0.139
C: -2.20 2.46 3.25  -0.918
C: -2.89 3.73 2.81  0.450
O: -2.40 4.82 2.81  -0.569
O: -4.17 3.53 2.43  -0.372
C: 0.06 2.75 2.72  0.472
O: -0.22 2.99 1.58  -0.557
O: 1.35 2.54 3.13  -0.489
H: -0.64 -1.61 3.29  0.563
H: 0.49 2.01 5.22  0.391
H: -1.22 1.84 5.64  0.560
H: -2.78 1.98 4.03  0.720
H: -2.15 1.80 2.38  0.402
H: -4.33 2.59 2.27  0.300
H: 1.72 1.86 2.55  0.340
C: -7.69 2.32 2.17  -0.958
C: -7.96 3.36 3.25  0.584
C: -8.89 4.46 2.75  -1.478
O: -6.71 3.87 3.70  -0.545
H: -7.20 2.78 1.31  0.438
H: -7.01 1.56 2.56  -0.018
H: -8.60 1.83 1.83  0.410
H: -8.41 2.88 4.12  0.156
H: -8.43 4.98 1.90  0.332
H: -9.06 5.19 3.54  0.367
H: -9.85 4.05 2.43  0.377
H: -6.27 4.28 2.94  0.331
C: -2.96 -1.00 8.85  -1.419
C: -1.83 -0.97 7.84  0.553
C: -0.54 -1.53 8.41  -1.284
O: -1.63 0.35 7.36  -0.444
H: -2.71 -0.39 9.72  0.361
H: -3.88 -0.60 8.42  0.328
H: -3.16 -2.02 9.20  0.392
H: -2.12 -1.55 6.96  0.170
H: -0.21 -0.93 9.26  0.346
H: 0.25 -1.51 7.66  0.293
H: -0.67 -2.56 8.74  0.392
H: -1.37 0.91 8.10  0.297
C: 2.86 -2.52 2.66  -1.026
C: 1.71 -3.51 2.83  0.585
C: 2.16 -4.93 2.54  -1.426
O: 0.63 -3.15 1.98  -0.402
H: 3.23 -2.54 1.63  0.195
H: 2.52 -1.51 2.87  0.134
H: 3.69 -2.76 3.33  0.412
H: 1.32 -3.44 3.84  0.343
H: 2.51 -5.02 1.51  0.272
H: 1.32 -5.63 2.67  0.344
H: 2.97 -5.24 3.21  0.402
H: 0.93 -3.19 1.06  0.246
C: -10.87 -1.34 5.47  -1.471
C: -9.78 -0.77 4.57  0.538
C: -8.58 -0.28 5.37  -1.032
O: -10.30 0.29 3.77  -0.534
H: -11.23 -0.57 6.15  0.365
H: -11.71 -1.68 4.87  0.344
H: -10.49 -2.17 6.06  0.378
H: -9.46 -1.54 3.86  0.185
H: -8.88 0.52 6.04  0.392
H: -7.82 0.12 4.70  0.072
H: -8.14 -1.09 5.96  0.410
H: -10.59 0.99 4.37  0.356
C: -4.17 -2.68 2.83  -1.436
C: -5.25 -1.61 2.86  0.661
C: -6.55 -2.08 2.23  -1.227
O: -4.78 -0.43 2.20  -0.424
H: -3.95 -2.96 1.79  0.386
H: -3.25 -2.32 3.28  0.177
H: -4.49 -3.58 3.36  0.418
H: -5.43 -1.31 3.90  0.183
H: -6.40 -2.33 1.18  0.423
H: -7.30 -1.29 2.28  0.184
H: -6.94 -2.96 2.75  0.367
H: -4.61 -0.66 1.28  0.303
C: 1.07 -1.13 -2.77  -1.295
C: 1.85 -1.95 -1.77  0.505
C: 2.92 -2.79 -2.44  -1.222
O: 0.97 -2.79 -1.01  -0.493
H: 0.56 -1.78 -3.49  0.305
H: 0.31 -0.53 -2.27  0.362
H: 1.73 -0.47 -3.33  0.306
H: 2.32 -1.29 -1.03  0.240
H: 2.46 -3.49 -3.15  0.282
H: 3.48 -3.38 -1.70  0.330
H: 3.62 -2.17 -3.00  0.347
H: 0.53 -3.39 -1.62  0.279
C: 2.31 -0.01 -7.56  -1.359
C: 3.06 -0.85 -6.54  0.530
C: 4.16 -1.67 -7.21  -1.164
O: 2.16 -1.70 -5.83  -0.444
H: 1.83 -0.65 -8.30  0.367
H: 1.53 0.58 -7.07  0.335
H: 2.98 0.67 -8.08  0.333
H: 3.50 -0.20 -5.78  0.239
H: 3.73 -2.36 -7.94  0.387
H: 4.69 -2.27 -6.47  0.319
H: 4.87 -1.03 -7.72  0.175
H: 1.75 -2.29 -6.47  0.291
C: 6.99 1.62 -7.99  -0.965
C: 7.29 1.10 -9.38  0.482
C: 8.19 2.05 -10.15  -1.153
O: 6.07 0.86 -10.10  -0.567
H: 6.46 2.58 -8.04  0.354
H: 6.35 0.92 -7.45  0.116
H: 7.90 1.77 -7.41  0.274
H: 7.78 0.13 -9.31  0.275
H: 7.70 3.02 -10.28  0.355
H: 8.40 1.66 -11.15  0.320
H: 9.13 2.20 -9.63  0.155
H: 5.62 1.71 -10.18  0.349
C: 12.61 3.26 -8.19  -1.294
C: 11.76 2.15 -7.59  0.571
C: 12.56 1.31 -6.61  -1.404
O: 11.21 1.32 -8.62  -0.505
H: 13.45 2.84 -8.75  0.339
H: 12.02 3.85 -8.89  0.317
H: 13.00 3.92 -7.42  0.376
H: 10.90 2.58 -7.08  0.240
H: 13.40 0.83 -7.11  0.359
H: 11.94 0.52 -6.18  0.333
H: 12.95 1.91 -5.79  0.377
H: 11.94 0.92 -9.10  0.304

Output
**Calculated total energy**: -63608.58059 eV
**Structure (SMILES)**: C#CCN(CC(=O)O)C(=O)O.CC(C)O.CC(C)O.CC(C)O.CC(C)O.CC(C)O.CC(C)O.CC(C)O.CC(C)O.CC(C)O
**E_LUMO**: 0.553 eV
**Charge**: 0
**ΔE to the lowest compared entry with this formula, charge and spin**: 0.0 kcal per mole
**HOMO-LUMO gap**: 10.25 eV
**E_HOMO**: -9.70 eV